(1)
107
Properties=species:S:1:pos:R:3:forces:R:3:mulliken_charge:R:1 method="wB97M-V/def2-TZVPD" smiles="CB(O)[C@H]1CNC(=O)C1.ClCCCl.ClCCCl.ClCCCl.ClCCCl.ClCCCl.ClCCCl.ClCCCl.ClCCCl.ClCCCl.ClCCCl.ClCCCl" total_energy_ha=-11415.62058
C 2.909 0.389 1.747 -0.32 -0.27 -0.19 -0.626
B 1.500 1.020 1.490 -0.07 0.19 0.00 0.407
O 1.354 1.916 0.446 0.64 0.41 0.45 -0.725
C 0.261 0.563 2.372 0.29 0.08 -0.28 0.129
C -1.099 1.157 1.989 -0.17 0.10 0.47 -0.494
N -1.540 0.264 0.925 0.04 -0.06 0.18 0.158
C -1.202 -1.031 1.249 -0.21 -0.22 -0.33 0.083
O -1.778 -2.036 0.872 0.30 0.42 -0.01 -0.702
C 0.041 -0.959 2.120 -0.11 0.03 0.20 0.047
H 2.918 -0.196 2.672 0.17 0.12 -0.13 0.067
H 3.140 -0.310 0.929 0.14 0.11 0.06 0.300
H 3.696 1.149 1.773 -0.04 -0.15 -0.01 0.183
H 0.807 2.683 0.640 -0.50 -0.25 -0.20 0.257
H 0.526 0.774 3.414 -0.20 -0.17 0.02 0.461
H -1.779 1.081 2.853 -0.01 0.11 -0.14 0.435
H -1.102 2.209 1.694 0.16 -0.17 -0.21 -0.418
H -2.389 0.445 0.412 -0.16 -0.11 0.14 0.291
H 0.833 -1.454 1.551 0.08 0.04 0.15 -0.143
H -0.104 -1.539 3.035 -0.05 0.01 -0.09 0.316
Cl 1.031 -5.051 -2.907 0.07 -0.13 0.01 -0.210
C 0.063 -5.666 -1.534 -0.06 -0.02 -0.03 0.153
C -0.229 -4.586 -0.527 -0.14 0.09 0.04 -0.538
Cl 1.223 -4.087 0.382 0.08 -0.08 0.01 -0.175
H 0.601 -6.500 -1.089 0.08 0.04 -0.02 0.351
H -0.872 -6.023 -1.960 0.02 0.05 0.07 -0.198
H -0.949 -4.936 0.210 -0.01 -0.05 -0.02 0.421
H -0.635 -3.701 -1.011 0.03 0.04 0.07 0.218
Cl -3.011 -7.444 -2.523 -0.10 -0.04 -0.01 -0.201
C -2.041 -8.940 -2.591 0.06 0.00 0.04 -0.455
C -1.548 -9.231 -3.985 0.05 0.00 0.00 -0.398
Cl -2.877 -9.666 -5.090 0.00 0.00 -0.01 -0.188
H -2.657 -9.749 -2.208 -0.03 0.01 -0.02 0.387
H -1.188 -8.798 -1.929 0.01 0.01 -0.01 0.252
H -0.864 -10.078 -3.956 -0.01 -0.01 0.01 0.319
H -1.033 -8.373 -4.407 -0.02 0.02 -0.01 0.281
Cl 5.168 1.542 4.524 -0.03 0.02 0.09 -0.051
C 4.367 0.575 5.788 -0.05 0.01 -0.01 -0.517
C 4.886 -0.838 5.835 -0.02 -0.06 0.10 -0.375
Cl 4.443 -1.767 4.380 0.13 -0.04 -0.05 -0.151
H 3.297 0.591 5.594 0.00 -0.02 0.00 0.171
H 4.559 1.064 6.742 0.03 0.00 0.00 0.385
H 4.441 -1.348 6.689 -0.03 -0.01 -0.02 0.138
H 5.969 -0.866 5.923 0.01 0.04 -0.04 0.385
Cl 6.886 4.123 3.024 0.02 0.00 -0.06 -0.084
C 6.976 5.582 4.044 -0.03 0.04 0.00 -0.556
C 8.096 5.500 5.048 0.02 0.03 0.01 -0.430
Cl 7.794 4.256 6.288 0.01 0.00 0.00 -0.166
H 6.014 5.698 4.536 -0.01 -0.04 0.01 0.315
H 7.141 6.429 3.380 0.02 0.00 -0.01 0.313
H 8.189 6.453 5.566 -0.02 0.00 0.01 0.299
H 9.041 5.263 4.566 0.00 -0.03 0.00 0.313
Cl -0.883 0.504 -4.042 0.00 0.00 -0.10 -0.131
C -0.647 0.474 -2.271 -0.08 0.01 0.09 -0.358
C 0.721 -0.005 -1.873 0.04 -0.10 0.03 0.287
Cl 0.974 -1.733 -2.233 -0.02 0.11 -0.13 -0.126
H -1.423 -0.161 -1.852 0.03 -0.04 -0.05 0.251
H -0.788 1.494 -1.914 0.02 0.01 0.01 0.205
H 0.825 0.120 -0.801 -0.03 -0.05 -0.12 -0.706
H 1.508 0.558 -2.368 -0.01 0.01 -0.02 0.513
Cl 2.484 -0.380 8.848 0.00 0.01 -0.01 -0.165
C 1.057 -1.449 8.750 -0.05 -0.01 0.04 -0.441
C 1.295 -2.634 7.850 -0.04 -0.03 0.01 -0.655
Cl 1.460 -2.156 6.142 -0.01 0.01 0.02 -0.050
H 0.222 -0.849 8.398 0.02 0.02 -0.02 0.310
H 0.848 -1.793 9.761 0.03 0.00 0.01 0.328
H 0.447 -3.314 7.915 -0.02 0.01 -0.01 0.360
H 2.199 -3.169 8.130 0.02 0.02 -0.01 0.342
Cl 6.834 0.535 1.501 0.02 0.02 0.00 -0.126
C 7.325 1.770 0.315 -0.02 0.02 -0.01 -0.464
C 7.943 1.164 -0.919 -0.02 0.02 -0.04 -0.490
Cl 9.527 0.416 -0.580 0.00 -0.01 0.00 -0.198
H 8.015 2.451 0.808 0.01 -0.02 0.01 0.316
H 6.426 2.318 0.035 -0.01 -0.01 -0.01 0.309
H 8.112 1.942 -1.661 0.01 0.01 0.01 0.330
H 7.302 0.397 -1.345 0.01 -0.03 0.02 0.331
Cl -4.202 4.316 -3.685 -0.11 0.05 -0.31 -0.211
C -3.681 2.802 -4.480 0.00 0.03 0.00 -0.160
C -4.739 2.238 -5.389 0.06 0.00 -0.03 -0.032
Cl -6.157 1.646 -4.476 -0.02 -0.03 0.00 -0.233
H -3.414 2.094 -3.701 -0.01 -0.01 0.03 0.109
H -2.790 3.033 -5.061 0.00 0.00 0.00 0.284
H -4.324 1.390 -5.928 -0.08 -0.05 0.06 -0.123
H -5.094 2.981 -6.099 -0.02 0.02 0.03 0.344
Cl -3.598 -1.941 -5.987 -0.02 0.01 0.00 -0.164
C -2.955 -1.883 -7.647 0.00 -0.03 -0.02 -0.530
C -1.790 -0.933 -7.764 0.04 -0.07 0.06 -0.418
Cl -2.304 0.758 -7.512 0.12 0.07 -0.10 -0.168
H -3.769 -1.590 -8.305 -0.01 0.01 0.00 0.302
H -2.630 -2.889 -7.907 0.01 -0.01 0.03 0.363
H -1.358 -0.995 -8.761 -0.04 0.03 -0.02 0.340
H -1.023 -1.151 -7.026 -0.02 0.01 0.04 0.282
Cl -1.354 4.996 1.959 0.10 0.07 0.09 -0.169
C -2.849 5.673 1.261 -0.06 -0.03 -0.09 -0.429
C -3.739 4.586 0.711 -0.02 -0.04 0.05 -0.644
Cl -3.019 3.780 -0.707 0.12 -0.07 0.29 -0.091
H -2.560 6.382 0.491 0.02 -0.03 -0.02 0.316
H -3.368 6.202 2.058 0.02 -0.03 0.03 0.334
H -4.686 5.017 0.392 0.01 0.01 -0.05 0.386
H -3.930 3.822 1.460 0.00 0.00 0.01 0.304
Cl -10.512 4.181 -3.529 0.00 0.00 0.01 -0.199
C -9.754 2.575 -3.702 0.04 -0.03 0.00 -0.144
C -10.451 1.724 -4.730 0.02 -0.03 -0.03 -0.397
Cl -12.090 1.241 -4.215 0.00 0.00 0.00 -0.194
H -9.763 2.100 -2.724 -0.03 0.01 0.01 0.337
H -8.724 2.735 -4.012 0.01 0.05 0.00 -0.005
H -9.882 0.809 -4.885 0.00 0.00 0.02 0.266
H -10.545 2.248 -5.677 -0.03 0.01 0.00 0.338

***

(2)
114
Properties=species:S:1:pos:R:3:forces:R:3:mulliken_charge:R:1 method="wB97M-V/def2-TZVPD" relative_energy_kcal_mol=116.6
C -2.594 0.380 -1.538 -1.09 0.23 -0.43 0.198
O -1.230 0.272 -1.182 -2.18 -0.93 -2.40 -0.003
C -0.690 0.778 -0.136 -3.51 1.95 1.55 0.289
O -1.224 1.438 0.745 0.37 -0.40 -0.43 -0.634
O 0.511 0.443 -0.254 4.75 -0.60 1.93 0.074
C 1.355 0.775 0.865 2.13 -0.15 -0.94 -0.331
H -2.835 1.225 -2.182 0.64 0.40 0.13 0.061
H -3.306 0.473 -0.718 0.38 -0.40 0.26 -0.032
H -2.804 -0.462 -2.197 -0.02 -0.15 0.60 -0.122
H 1.219 0.224 1.795 -0.89 0.23 -0.11 0.394
H 1.515 1.849 0.968 -0.72 -0.01 0.34 -0.016
H 2.329 0.438 0.509 0.15 -0.11 0.04 0.079
C 0.664 -5.693 -3.765 1.16 -0.72 0.39 -0.741
O 0.132 -4.415 -4.051 -0.27 1.08 -0.95 -0.254
C 0.738 -3.347 -3.531 -0.54 1.92 2.65 0.630
O 1.498 -3.400 -2.561 -1.12 0.62 -2.60 -0.585
O 0.155 -2.164 -4.087 -0.62 -6.62 -0.50 -0.189
C 0.448 -0.911 -3.692 1.48 2.15 -0.55 -0.230
H 0.439 -6.068 -2.767 -0.49 0.32 0.03 0.295
H 1.753 -5.676 -3.791 0.05 0.17 -0.19 0.317
H 0.322 -6.405 -4.516 -0.25 0.36 0.03 0.242
H 1.354 -0.993 -3.093 -0.32 1.03 0.53 0.464
H -0.411 -0.318 -3.376 0.01 -0.71 1.19 -0.347
H 0.635 -0.390 -4.632 0.85 0.27 -0.10 0.335
C 3.240 2.010 8.862 -1.77 -0.22 2.02 -0.679
O 3.612 2.086 7.548 1.25 -0.01 -3.32 -0.300
C 3.450 0.999 6.740 -0.91 -2.59 3.12 0.659
O 3.082 -0.103 7.264 1.35 3.80 -3.08 -0.602
O 3.764 1.329 5.462 -1.01 -0.13 2.31 -0.147
C 3.613 0.306 4.510 0.89 -0.57 -2.04 -0.789
H 3.760 1.294 9.499 0.25 -0.21 -0.45 0.280
H 2.175 1.782 8.890 -0.09 -0.34 0.25 0.308
H 3.306 2.985 9.345 0.45 0.16 -0.47 0.244
H 4.551 -0.241 4.414 -0.22 -0.61 0.68 0.397
H 3.610 0.761 3.519 -0.39 0.65 0.11 0.204
H 2.728 -0.330 4.534 0.16 0.10 0.79 0.389
C 6.357 -0.545 -0.845 -1.67 -1.12 0.19 -0.488
O 6.759 0.472 0.091 2.34 -2.12 -1.73 -0.370
C 5.998 1.433 0.474 -2.36 0.94 1.97 0.700
O 4.780 1.447 0.445 0.67 0.58 -0.52 -0.390
O 6.787 2.286 1.144 1.67 0.38 -0.97 -0.396
C 6.392 3.496 1.743 -2.13 0.17 1.44 -0.457
H 6.323 -0.265 -1.898 0.15 0.68 0.30 0.344
H 5.400 -0.987 -0.567 -0.55 0.78 -0.05 0.085
H 6.896 -1.491 -0.786 1.24 0.71 0.49 0.291
H 5.910 3.202 2.676 -0.52 0.20 0.02 0.129
H 5.691 4.110 1.178 -0.13 -0.45 -0.36 0.252
H 7.134 4.204 2.113 1.11 -0.79 -0.81 0.328
C -8.301 -0.953 0.253 -1.12 2.46 0.76 -0.727
O -7.715 -1.984 -0.435 2.81 -0.86 -2.79 -0.320
C -6.507 -1.652 -1.012 2.89 0.05 1.23 0.553
O -5.750 -0.728 -0.597 -2.91 -3.20 -2.03 -0.269
O -6.149 -2.643 -1.972 -0.83 1.17 2.21 -0.354
C -4.753 -2.759 -2.327 0.51 1.26 -1.20 -0.381
H -8.063 0.028 -0.158 0.26 -0.09 -0.31 0.295
H -7.976 -0.858 1.289 -0.21 -0.57 0.07 0.324
H -9.381 -1.027 0.121 0.02 -0.40 0.46 0.324
H -4.434 -3.644 -2.878 -1.18 -1.04 0.78 0.386
H -4.036 -2.598 -1.522 -0.43 0.23 0.17 0.193
H -4.574 -2.089 -3.168 0.18 0.89 0.55 0.059
C 6.090 -2.291 2.580 -0.50 -1.02 -0.13 -0.720
O 4.647 -2.185 2.607 -1.24 -0.17 -1.13 -0.236
C 3.936 -2.541 1.480 0.89 -0.90 -2.06 0.862
O 4.389 -2.984 0.420 -0.04 0.88 2.25 -0.656
O 2.629 -2.368 1.644 2.07 1.33 3.11 -0.402
C 1.679 -2.739 0.724 -0.94 -1.11 -1.36 -0.031
H 6.425 -2.360 3.615 -0.25 0.73 0.03 0.294
H 6.530 -1.472 2.010 0.04 -0.12 0.15 0.209
H 6.370 -3.274 2.203 0.00 0.19 -0.62 0.370
H 1.622 -2.064 -0.131 -0.02 0.11 0.10 0.132
H 0.748 -2.786 1.289 0.13 0.30 -0.33 -0.270
H 1.878 -3.738 0.337 0.10 -0.03 -0.11 0.510
C -2.473 2.162 -4.831 -0.18 0.43 1.64 0.258
O -2.316 1.037 -5.698 0.77 2.74 -1.07 -0.372
C -2.730 -0.121 -5.367 -0.06 -4.68 1.69 0.665
O -3.323 -0.472 -4.333 0.73 0.96 -2.45 -0.274
O -2.226 -1.003 -6.319 -0.54 0.94 0.14 -0.399
C -2.366 -2.450 -6.255 -0.50 0.61 0.83 -0.307
H -2.130 3.134 -5.189 -0.19 -0.52 -1.41 0.338
H -1.822 2.105 -3.959 -0.07 -0.83 0.17 -0.301
H -3.492 2.270 -4.460 0.07 -0.20 -0.24 -0.100
H -2.068 -2.911 -7.197 0.26 0.67 -0.09 0.219
H -3.414 -2.718 -6.117 0.02 0.02 0.34 0.269
H -1.722 -2.811 -5.454 -0.25 -0.12 -0.01 0.064
C 2.507 2.376 -2.514 0.03 0.49 0.11 -0.263
Cl 0.744 2.229 -2.935 1.17 0.29 0.43 -0.060
Cl 3.473 1.066 -3.187 -0.09 0.05 -0.08 -0.153
H 2.881 3.332 -2.880 -0.28 -0.24 -0.45 0.449
H 2.715 2.407 -1.444 -0.69 -0.42 0.05 -0.021
C 2.551 5.939 2.262 1.52 -0.17 0.59 -0.408
Cl 1.629 4.720 1.461 -1.02 -0.31 -0.39 -0.041
Cl 3.508 5.140 3.580 -0.16 0.43 -0.18 -0.149
H 3.280 6.277 1.526 -0.17 0.33 0.33 0.267
H 1.994 6.747 2.736 -0.20 -0.33 -0.35 0.332
C -1.222 2.075 3.932 0.07 1.00 0.09 0.161
Cl 0.315 2.171 4.911 -1.12 -0.13 -0.57 -0.138
Cl -2.630 2.946 4.692 0.72 -0.69 -0.04 -0.206
H -1.074 2.651 3.018 0.28 -0.47 0.11 0.077
H -1.485 1.037 3.726 0.08 0.26 0.25 0.098
C -5.578 2.099 1.701 0.19 -0.81 0.48 0.591
Cl -5.351 3.541 0.749 0.10 0.28 -0.09 -0.157
Cl -7.312 1.725 1.954 0.45 0.21 0.05 -0.208
H -5.089 1.256 1.213 -0.41 0.08 -0.26 -0.364
H -5.110 2.188 2.681 -0.22 0.39 -0.10 0.136
C -2.731 -2.648 2.478 -1.45 -0.59 -0.16 -0.573
Cl -1.507 -3.718 1.810 0.39 0.25 -0.20 -0.148
Cl -3.143 -1.167 1.579 0.74 -0.14 0.19 0.016
H -3.634 -3.241 2.340 0.06 0.14 0.62 0.311
H -2.519 -2.451 3.529 0.05 0.18 -0.34 0.371
C -6.317 1.249 -3.950 1.48 -0.30 -0.24 0.174
Cl -5.480 2.404 -2.816 -0.74 -0.69 -0.55 -0.151
Cl -8.001 0.991 -3.610 -0.28 0.19 0.07 -0.166
H -6.125 1.565 -4.975 -0.54 0.61 0.19 0.426
H -5.805 0.287 -3.927 0.02 0.11 0.70 -0.297